Record 1
ORCA calculation (ωB97M-V/def2-TZVPD) on a molecular structure, C41H40GeN2O5S8Tc.

XYZ file:
```
98
Properties=species:S:1:pos:R:3:lowdin_charge:R:1
Tc -0.549 0.259 0.419 1.08
S 1.749 -3.059 5.601 0.56
C 1.901 -2.500 4.069 -1.50
S 3.072 -1.336 3.560 0.92
C 2.487 -1.113 1.932 -1.04
C 1.424 -1.869 1.567 -1.10
S 0.586 -1.768 0.031 0.55
S 0.866 -2.994 2.769 0.92
S 3.279 0.082 0.906 0.55
C -0.473 0.694 -3.972 -0.20
S 0.373 -0.067 -2.600 0.92
O 0.131 0.945 -1.461 -0.68
C 2.058 0.193 -3.095 -0.41
C 2.721 1.358 -2.745 -0.08
C 4.035 1.521 -3.155 -0.07
C 4.662 0.532 -3.902 -0.07
C 3.989 -0.636 -4.229 -0.07
C 2.679 -0.820 -3.811 -0.09
H -0.113 1.714 -4.092 0.07
H -1.535 0.667 -3.735 0.05
H -0.278 0.100 -4.863 0.07
H 2.218 2.100 -2.141 0.11
H 4.575 2.419 -2.888 0.11
H 5.687 0.666 -4.217 0.11
H 4.488 -1.412 -4.792 0.11
H 2.152 -1.738 -4.033 0.12
N -2.226 -1.354 2.970 0.22
C -1.194 -0.594 3.341 -0.64
N -0.844 -0.561 4.642 0.20
O -0.571 0.128 2.526 -0.17
H -2.732 -1.928 3.621 0.13
H -2.469 -1.392 1.995 0.05
H -1.142 -1.293 5.266 0.11
H 0.053 -0.153 4.852 0.11
O 9.539 -2.631 3.617 0.12
C 9.096 -3.258 2.506 -0.48
O 9.648 -4.240 2.103 0.14
C 7.898 -2.661 1.829 -0.13
C 7.591 -1.304 1.894 -0.02
C 6.492 -0.803 1.220 -0.10
C 5.678 -1.668 0.498 -0.58
S 4.264 -1.105 -0.426 0.64
C 5.973 -3.024 0.436 -0.08
C 7.095 -3.513 1.084 0.00
H 8.921 -1.944 3.890 0.10
H 8.232 -0.616 2.433 0.12
H 6.264 0.253 1.251 0.10
H 5.325 -3.692 -0.114 0.11
H 7.357 -4.561 1.030 0.13
O 0.806 2.047 1.008 -0.65
S 0.002 3.233 1.537 0.98
C 1.172 4.221 2.519 -0.29
C 1.487 5.502 1.744 -0.22
C 1.314 5.167 0.264 -0.23
C -0.018 4.434 0.186 -0.31
H 2.037 3.559 2.599 0.10
H 0.756 4.381 3.511 0.09
H 2.490 5.855 1.978 0.12
H 0.789 6.292 2.027 0.12
H 2.117 4.510 -0.075 0.12
H 1.315 6.056 -0.365 0.12
H -0.192 3.857 -0.723 0.09
H -0.865 5.099 0.363 0.10
C -2.139 -0.046 0.043 -0.39
Ge -3.953 -0.293 -0.636 0.94
C -4.815 -1.441 0.672 -0.29
C -5.901 -1.014 1.434 -0.10
C -6.471 -1.856 2.379 -0.07
C -5.961 -3.132 2.570 -0.08
C -4.887 -3.573 1.810 -0.08
C -4.319 -2.732 0.862 -0.13
C -4.738 1.475 -0.717 -0.29
C -4.828 2.207 0.469 -0.13
C -5.349 3.491 0.470 -0.08
C -5.782 4.063 -0.719 -0.08
C -5.686 3.352 -1.904 -0.08
C -5.165 2.065 -1.904 -0.10
C -3.701 -1.180 -2.349 -0.28
C -2.563 -1.960 -2.549 -0.14
C -2.377 -2.648 -3.742 -0.08
C -3.329 -2.565 -4.746 -0.08
C -4.476 -1.810 -4.551 -0.07
C -4.665 -1.129 -3.358 -0.11
H -6.310 -0.022 1.290 0.09
H -7.317 -1.518 2.961 0.11
H -6.410 -3.789 3.304 0.11
H -4.500 -4.574 1.944 0.11
H -3.488 -3.090 0.262 0.11
H -4.487 1.773 1.403 0.10
H -5.422 4.044 1.397 0.11
H -6.195 5.063 -0.719 0.11
H -6.019 3.797 -2.832 0.11
H -5.088 1.530 -2.841 0.08
H -1.815 -2.038 -1.772 0.05
H -1.493 -3.257 -3.877 0.11
H -3.187 -3.103 -5.674 0.11
H -5.230 -1.759 -5.325 0.11
H -5.579 -0.568 -3.215 0.10
```

Output
maximum force	0.9	eV/A
electronic energy	-201775.991	eV
HOMO	-9.933	eV
total charge	+1
HOMO-LUMO gap	7.43	eV
lowest unoccupied orbital energy	-2.50	eV
spin multiplicity	1



Record 2
ORCA calculation (ωB97M-V/def2-TZVPD) on a single C3H6N4O molecule at a distorted geometry.

XYZ file:
```
14
Properties=species:S:1:pos:R:3:lowdin_charge:R:1
H 0.992 3.007 0.268 0.13
N 1.459 2.090 -0.100 0.14
C 0.914 1.016 -0.028 -0.34
O -0.541 1.051 0.139 0.01
C -0.912 -0.261 0.062 -0.44
C -2.498 -0.240 -0.058 0.00
N -0.062 -1.208 0.002 0.14
N 1.264 -0.485 -0.306 -0.18
N 2.403 -1.063 0.116 -0.06
H -2.641 -1.209 -0.655 0.10
H -2.993 0.025 0.902 0.08
H -2.554 0.668 -0.814 0.11
H 2.083 -1.731 1.022 0.16
H 3.087 -1.662 -0.551 0.14
```

Output
maximum force	5.2	eV/A
electronic energy	-11211.631	eV
HOMO	-8.590	eV
total charge	0
SMILES	[H]/N=c1\oc(C)nn1N
HOMO-LUMO gap	9.48	eV
lowest unoccupied orbital energy	0.89	eV
spin multiplicity	1



Record 3
ORCA calculation (ωB97M-V/def2-TZVPD) on a molecular structure, C23H24N7STl.

XYZ file:
```
56
Properties=species:S:1:pos:R:3:lowdin_charge:R:1
Tl 0.438 -2.667 1.216 0.73
C 3.737 -3.311 -2.206 -0.08
C 3.950 -2.131 -2.918 -0.07
C 3.416 -0.959 -2.439 -0.03
C 2.665 -0.967 -1.249 -0.36
N 2.461 -2.101 -0.577 0.02
C 2.987 -3.234 -1.053 -0.19
N 2.236 0.270 -0.816 0.15
C 1.447 0.558 0.170 -0.30
N 0.680 -0.178 1.045 0.04
C -0.009 0.712 1.844 -0.33
N -0.879 0.578 2.785 0.16
C -1.268 -0.571 3.447 -0.37
C -2.441 -0.466 4.214 -0.02
C -2.854 -1.530 4.977 -0.07
C -2.086 -2.693 4.991 -0.07
C -0.953 -2.716 4.209 -0.19
N -0.547 -1.693 3.449 -0.01
C 0.344 2.107 1.459 -0.13
C -0.054 3.330 1.965 -0.02
C 0.504 4.467 1.390 -0.08
C 1.431 4.367 0.351 -0.08
C 1.823 3.128 -0.143 -0.02
C 1.254 2.010 0.435 -0.13
H 4.140 -4.257 -2.538 0.10
H 4.532 -2.134 -3.831 0.11
H 3.569 -0.012 -2.938 0.11
H 2.780 -4.128 -0.472 0.08
H -2.986 0.466 4.185 0.11
H -3.760 -1.461 5.566 0.11
H -2.364 -3.554 5.581 0.10
H -0.332 -3.606 4.168 0.09
H -0.766 3.386 2.778 0.11
H 0.224 5.447 1.756 0.10
H 1.852 5.271 -0.071 0.10
H 2.541 3.031 -0.946 0.11
C 0.069 -1.478 -3.620 -0.07
C -0.732 -0.448 -2.844 -0.23
N -1.710 -1.140 -2.001 0.01
C -2.100 -0.740 -0.770 -0.87
S -2.506 -1.869 0.414 0.55
N -2.148 0.578 -0.506 0.02
C -2.537 1.619 -1.457 -0.22
C -1.508 2.719 -1.635 -0.07
H 0.799 -0.983 -4.258 0.08
H -0.582 -2.081 -4.256 0.08
H 0.611 -2.141 -2.945 0.07
H -1.222 0.235 -3.540 0.11
H -0.068 0.144 -2.207 0.10
H -1.746 -2.143 -2.099 0.11
H -2.334 0.766 0.469 0.11
H -3.471 2.052 -1.088 0.12
H -2.778 1.134 -2.400 0.10
H -1.277 3.197 -0.682 0.06
H -1.902 3.479 -2.312 0.08
H -0.572 2.340 -2.048 0.07
```

Output
maximum force	0.2	eV/A
electronic energy	-50201.999	eV
HOMO	-7.668	eV
total charge	0
HOMO-LUMO gap	7.43	eV
lowest unoccupied orbital energy	-0.23	eV
spin multiplicity	1



Record 4
ORCA calculation (ωB97M-V/def2-TZVPD) on a molecular structure, C23H31F6FeO3 at a distorted geometry.

XYZ file:
```
64
Properties=species:S:1:pos:R:3:lowdin_charge:R:1
O 0.809 2.639 -1.113 -0.09
C 0.845 2.378 -2.555 -0.17
C 0.259 3.682 -3.019 -0.08
H 0.174 1.558 -2.811 0.08
H 1.874 2.211 -2.902 0.13
C 0.329 4.014 -1.486 -0.52
H -0.739 3.618 -3.436 0.11
H 0.924 4.290 -3.632 0.10
C -0.944 4.363 -0.729 -0.01
H -1.678 3.540 -0.776 0.08
H -1.409 5.290 -1.109 0.09
H -0.673 4.569 0.316 0.09
C 1.407 5.071 -1.317 -0.04
H 2.269 4.873 -1.966 0.08
H 1.764 5.108 -0.287 0.08
H 1.046 6.073 -1.558 0.09
Fe 0.918 -0.229 1.396 0.81
C 2.706 -1.468 2.433 -0.21
C 2.671 -2.431 1.401 -0.18
C 2.922 -1.770 0.177 -0.17
H 2.682 -3.491 1.579 0.08
C 3.320 -0.434 0.451 -0.16
C 3.116 -0.211 1.865 -0.24
H 3.330 0.716 2.401 0.09
H 2.558 -1.724 3.477 0.09
H 2.912 -2.247 -0.792 0.08
H 3.822 0.236 -0.238 0.08
C -0.041 -0.935 3.597 -0.18
C 0.840 0.180 3.661 -0.23
C 0.214 1.291 2.997 -0.19
H 1.769 0.209 4.217 0.09
C -1.043 0.813 2.486 -0.17
C -1.212 -0.541 2.898 -0.15
H -2.113 -1.141 2.797 0.09
H 0.127 -1.897 4.084 0.09
H 0.577 2.305 3.016 0.08
H -1.799 1.417 2.003 0.08
O -2.981 1.055 -2.262 -0.16
C -2.473 0.545 -0.998 -0.18
C -1.153 -0.176 -1.249 -0.17
H -3.150 -0.271 -0.626 0.12
H -2.443 1.356 -0.243 0.10
C -1.259 -0.595 -2.738 -0.13
H -1.207 -1.069 -0.644 0.05
H -0.276 0.430 -0.959 0.09
C -2.513 0.160 -3.290 -0.19
H -1.376 -1.670 -2.861 0.09
H -0.383 -0.230 -3.287 0.09
H -3.315 -0.533 -3.591 0.11
H -2.251 0.730 -4.170 0.10
C -0.167 -3.862 2.022 0.00
C -0.500 -3.201 0.719 -0.45
O -0.056 -1.918 0.663 -0.22
C 0.105 -4.120 -0.435 -0.49
F -0.164 -5.444 -0.220 0.10
F -0.352 -3.804 -1.670 0.13
F 1.459 -4.012 -0.472 0.11
C -2.081 -3.305 0.494 -0.48
F -2.501 -4.574 0.250 0.12
F -2.745 -2.865 1.605 0.11
F -2.530 -2.559 -0.550 0.11
H 0.920 -3.921 2.094 0.07
H -0.637 -4.849 2.054 0.10
H -0.503 -3.223 2.839 0.07
```

Output
maximum force	2.6	eV/A
electronic energy	-81186.880	eV
HOMO (alpha / beta)	-3.701 / -4.179	eV
total charge	-1
HOMO-LUMO gap (alpha / beta)	6.33 / 6.81	eV
⟨S²⟩	6.0196
lowest unoccupied orbital energy (alpha / beta)	2.63 / 2.63	eV
spin multiplicity	5



Record 5
ORCA calculation (ωB97M-V/def2-TZVPD) on a molecular structure, C58H50CeClN4O4S3Te at a distorted geometry.

XYZ file:
```
122
Properties=species:S:1:pos:R:3:lowdin_charge:R:1
Ce -0.932 -0.635 -1.352 1.25
Cl 6.520 -2.706 -0.412 0.64
C 4.909 -2.172 -0.778 -0.67
C 4.674 -1.826 -2.120 -0.10
C 3.378 -1.560 -2.484 0.03
C 2.321 -1.544 -1.504 -0.28
O 1.171 -1.070 -1.961 -0.26
C 2.594 -1.925 -0.166 -0.09
C 1.575 -1.973 0.835 -0.05
N 0.371 -1.560 0.699 0.04
C -0.445 -1.474 1.824 -0.21
C -0.623 -2.459 2.807 -0.04
C -1.564 -2.324 3.726 -0.13
C -2.252 -1.189 3.862 -0.05
C -1.866 -0.021 3.201 -0.11
C -2.479 1.237 3.712 -0.05
C -2.115 2.415 3.214 -0.12
C -0.998 2.670 2.165 -0.41
N -1.016 0.602 0.955 0.01
C -1.033 -0.185 2.061 -0.16
C 3.928 -2.347 0.171 -0.04
H 5.473 -1.894 -2.760 0.07
H 3.259 -1.158 -3.491 0.12
H 1.807 -2.475 1.725 0.11
H -0.131 -3.404 2.793 0.12
H -1.947 -3.176 4.279 0.12
H -3.005 -1.149 4.651 0.12
H -3.256 1.119 4.469 0.12
H -2.667 3.311 3.620 0.12
H -1.158 3.675 1.952 0.04
H 4.324 -2.765 1.071 0.10
S -3.094 -1.538 -3.663 0.61
C -2.048 -0.521 -4.444 -1.15
N -1.183 0.284 -3.861 -0.08
C -0.373 0.946 -4.819 -0.25
C 0.614 1.853 -4.502 -0.03
C 1.537 2.159 -5.467 -0.08
C 1.344 1.744 -6.829 -0.08
C 0.276 0.891 -7.137 -0.13
C -0.598 0.512 -6.169 -0.50
S -1.920 -0.605 -6.227 1.00
H 0.806 2.203 -3.536 0.07
H 2.404 2.751 -5.172 0.10
H 2.121 1.932 -7.577 0.09
H 0.116 0.546 -8.159 0.11
O -3.223 -1.480 -0.312 -0.11
H -3.875 -1.184 -0.981 0.05
H -3.056 -2.360 -0.619 -0.01
C -0.375 -11.675 -5.779 -0.13
C -0.324 -10.297 -5.270 -0.74
O 0.212 -9.345 -5.846 0.02
S -1.298 -10.273 -3.769 1.02
C -1.147 -8.483 -3.354 -0.47
C -1.377 -7.427 -4.217 -0.10
C -1.226 -6.142 -3.790 -0.01
C -0.997 -5.775 -2.422 -0.25
C -0.834 -6.901 -1.554 -0.02
C -0.946 -8.201 -2.018 -0.13
C -1.020 -4.500 -1.869 -0.16
C -1.108 -3.337 -1.442 -0.06
H 0.516 -11.913 -6.299 0.07
H -1.229 -11.957 -6.408 0.10
H -0.333 -12.407 -4.957 0.07
H -1.481 -7.674 -5.217 0.08
H -1.450 -5.339 -4.483 0.12
H -0.526 -6.598 -0.512 0.13
H -0.729 -9.017 -1.431 0.06
C -0.342 -0.785 8.317 -0.07
C -0.019 0.022 7.074 -0.29
C 0.794 -0.529 6.061 -0.03
C 1.055 0.149 4.892 -0.29
C 1.880 -0.489 3.791 -0.11
C 0.463 1.458 4.691 -0.36
Te 1.090 2.728 2.915 1.45
N -1.335 1.911 0.971 -0.03
C -1.625 2.482 -0.171 -0.41
O -1.681 1.820 -1.245 -0.05
C -2.152 3.793 -0.184 -0.16
C -1.373 4.784 -0.740 0.02
C -1.774 6.153 -0.563 -0.04
C -2.848 6.364 0.319 -0.09
C -3.635 5.339 0.857 -0.08
C -3.235 4.048 0.680 -0.03
C 1.254 4.036 0.763 -0.25
C 1.255 5.498 0.774 -0.31
C 0.581 6.263 1.850 -0.08
C 1.730 6.205 -0.339 -0.06
C 2.112 5.518 -1.459 -0.31
C 2.760 6.176 -2.656 -0.06
C 1.988 4.147 -1.550 -0.07
C 1.604 3.387 -0.445 -0.29
C 1.646 1.809 -0.531 -0.05
C -0.240 2.041 5.749 -0.28
C -0.882 3.454 5.696 -0.07
C -0.488 1.263 6.896 -0.06
H -0.544 -1.819 8.150 0.05
H -1.255 -0.382 8.802 0.07
H 0.468 -0.805 9.120 0.09
H 1.169 -1.566 6.118 0.12
H 1.998 -1.584 3.846 0.07
H 2.969 -0.144 3.868 0.10
H 1.682 -0.113 2.828 -0.01
H -0.427 4.624 -1.281 0.11
H -1.157 6.919 -1.009 0.10
H -3.181 7.366 0.461 0.09
H -4.399 5.597 1.565 0.10
H -3.748 3.232 1.204 0.13
H -0.519 6.066 1.733 0.08
H 0.752 7.332 1.742 0.08
H 0.777 5.834 2.796 0.02
H 1.750 7.283 -0.378 0.11
H 2.524 5.496 -3.482 0.06
H 3.777 6.362 -2.483 0.05
H 2.295 7.156 -2.975 0.09
H 2.308 3.650 -2.480 0.11
H 1.251 1.466 -1.491 0.04
H 1.199 1.252 0.307 0.03
H 2.718 1.650 -0.516 0.09
H -0.894 4.053 6.615 0.08
H -1.813 3.333 5.157 0.02
H -0.354 4.048 4.971 0.01
H -0.922 1.736 7.749 0.10
```

Output
maximum force	3.9	eV/A
electronic energy	-140355.013	eV
HOMO (alpha / beta)	-4.246 / -4.246	eV
total charge	-1
HOMO-LUMO gap (alpha / beta)	4.20 / 4.21	eV
lowest unoccupied orbital energy (alpha / beta)	-0.04 / -0.04	eV
spin multiplicity	1